Entry from the Open Molecules 2025 dataset: C22H34O17Rb as an isolated structure (the ωB97M-V functional and the def2-TZVPD basis).

Structure (XYZ):
```
74
Properties=species:S:1:pos:R:3:forces:R:3
H -2.19452 0.98006 0.44332 -0.14 0.21 0.31
H 0.63407 2.22893 1.67668 -0.72 1.18 -0.43
H 0.82030 5.84037 -1.57318 0.45 -0.47 -0.55
H -2.00261 -0.28853 2.54770 0.61 -0.09 -0.47
H 2.87525 -1.00668 -1.77685 -0.03 0.00 0.05
C -0.73368 0.67189 -4.09222 0.72 0.72 0.88
H -1.71261 0.54071 -4.55395 0.05 -1.02 0.21
H 0.38328 2.61081 -4.13754 0.40 -0.46 0.14
C 1.27211 -3.97408 3.83487 1.35 1.50 0.95
H 0.37827 -2.46816 -0.73799 -0.26 -0.21 0.14
O 3.34259 1.66484 0.76257 -0.75 0.30 0.62
O 2.83056 -2.54612 5.02065 -0.81 -0.98 0.19
C 0.91327 1.19987 1.35221 0.59 0.87 2.66
C -0.15345 -3.77043 3.34822 -0.40 -1.47 0.62
C -0.06319 5.62104 -2.17989 -0.63 1.81 1.20
O 0.63152 1.36931 -5.80879 -0.01 0.65 0.62
C 2.81184 -2.04954 -1.47618 -0.14 -0.30 -0.56
C 2.41678 -2.24496 -0.03041 -1.43 -0.97 -0.08
C 0.94815 -2.72684 0.15444 0.20 1.02 -0.54
O -2.58786 -2.70189 -0.93195 0.16 0.13 0.31
O 2.42401 -3.46489 7.05254 0.47 -0.12 0.44
O -1.94779 -1.64369 0.96216 0.76 -1.88 1.39
H 3.73215 -2.57919 -1.72576 0.34 0.40 0.42
H 1.92343 -4.76700 3.45839 -1.19 -0.83 -0.04
H 3.06144 -3.00153 3.09393 -0.28 0.57 -0.59
O 2.09781 -0.30825 -5.75653 -0.39 -0.28 0.45
H 1.97856 0.67029 -0.41779 0.14 -0.32 -0.07
H -0.98283 2.54184 -5.17455 0.03 -0.24 -0.34
O 1.20239 -4.03670 5.27310 0.11 -1.09 0.70
C 2.31165 -4.47388 0.54312 -1.04 -0.46 1.31
H -4.39458 1.75711 1.65175 0.50 -0.18 0.23
C 2.21860 -3.39139 5.88480 -0.83 0.92 -0.59
C -0.61847 4.25610 -1.83674 0.41 1.56 -0.31
H -1.67922 1.24485 -2.28355 0.06 -0.08 0.22
C -2.62838 -0.72194 1.76544 -0.02 2.01 0.05
C 2.07799 1.49359 0.34866 0.69 -0.92 -0.77
H 0.09348 1.31562 -2.17559 0.17 -0.19 -0.02
O 3.10100 -3.43649 0.42938 1.45 0.80 0.31
O 0.24179 -0.33960 -4.45811 -0.47 0.08 0.28
C -0.74792 0.74782 -2.56996 -0.83 0.14 -0.48
C -2.78337 3.57132 -1.49951 1.07 0.49 -0.40
H -4.84413 1.39644 0.03739 0.52 -0.07 -0.28
O 2.63172 -5.54971 0.96779 0.21 -0.10 -0.52
C -0.90702 4.08286 -0.36866 0.12 -0.16 1.03
O 1.14692 0.59984 2.58912 0.00 -0.37 -0.77
O -3.12332 -0.56299 -0.48897 -0.93 0.18 -0.08
H -1.11740 4.99246 0.20038 0.35 0.38 -0.43
H 0.14151 3.57435 -2.21997 -0.67 -0.79 0.05
H -0.13000 3.53336 0.15689 -0.09 -0.36 0.00
Rb 1.70896 3.24436 3.97443 0.17 -1.23 -0.89
C -4.35404 0.95962 0.90988 -1.38 0.03 -0.09
H -3.45450 -1.16383 2.33452 -0.31 -0.22 -0.65
C -2.57426 -1.75751 -0.20196 -0.03 0.68 -1.10
H 0.03832 5.91941 -3.22093 0.43 -0.77 -0.16
H -0.75216 -0.25484 -2.14860 -0.02 0.01 0.06
C -3.03205 0.32131 0.67124 0.48 -0.96 0.23
H 1.57248 -1.92227 3.43932 0.89 0.67 -0.09
H 0.49838 -2.26642 1.03338 -0.06 -0.15 0.01
H -5.01979 0.15108 1.23041 -0.14 0.20 0.14
H -0.40958 -4.40461 2.50154 0.22 0.60 -0.49
H -0.49954 -2.73988 3.30000 0.47 0.12 -0.51
O -3.91107 3.33782 -1.75730 -0.89 -0.41 0.11
C -0.18290 1.92062 -4.76872 -0.37 0.53 -0.35
O -1.92543 4.12649 -2.40168 0.03 -0.54 -0.35
H -0.71185 6.42677 -1.79908 -0.44 -0.40 0.02
O 1.02415 -4.13548 0.31054 0.06 -0.18 -0.35
C 2.21406 -2.75782 3.72789 -0.12 0.34 -0.71
H -0.78997 -4.20217 4.12977 0.14 -0.03 0.12
H 2.09667 -2.58374 -2.11261 -0.21 0.35 -0.02
H 1.73128 2.37273 -0.27016 -0.52 0.27 -0.05
C 1.09456 0.17972 -5.33062 0.69 0.00 -1.61
O -2.15860 3.37573 -0.32905 -0.08 -0.31 -0.15
H 0.01135 0.80463 0.84256 0.06 -0.15 -0.49
H 2.49541 -1.40295 0.65439 1.04 0.06 -0.08
```
Positions in Å, forces in eV/Å.

Output
E_tot ... -2161.8469 Ha
ΔE to the lowest compared entry with this formula, charge and spin ... 1.3416 eV
Net charge ... -1
M ... 655.97 g mol⁻¹
2S+1 ... 1
HOMO level ... -3.1 eV